(1)
ORCA calculation (wB97M-V/def2-TZVPD) on a molecular structure, C3H4P2.

Atoms and positions in Å:
C (2.64, -0.08, 0.32)
C (0.84, 0.81, 0.05)
C (-0.28, -0.19, -0.09)
P (4.20, 0.84, 0.38)
P (3.79, -0.73, -0.89)
H (0.71, 1.49, 0.79)
H (-0.04, -1.21, -0.70)
H (-1.29, 0.17, -0.57)
H (-0.57, -0.48, 0.90)

- HOMO level (spin up / spin down): -7.184 / -8.332 eV
- DFT total energy: -21746.4617 eV
- Relative energy (zero: lowest compared OMol25 entry of this formula, charge and spin): 4.764 eV
- Gap between HOMO and LUMO (spin up / spin down): 0.2197 / 0.2689 Ha
- Lowest unoccupied orbital energy (spin up / spin down): -1.20 / -1.02 eV

---

(2)
ORCA calculation (wB97M-V/def2-TZVPD) on a molecular structure, C31H24IrN4O6S2.

Atoms and positions in Å:
Ir (-0.52, 0.88, -0.58)
O (-0.23, -0.31, 1.25)
C (0.80, -0.77, 1.85)
C (0.64, -1.93, 2.67)
C (1.69, -2.49, 3.34)
C (2.97, -1.93, 3.24)
C (3.16, -0.81, 2.47)
C (2.11, -0.21, 1.74)
C (2.44, 0.85, 0.86)
N (1.63, 1.45, 0.02)
N (2.18, 2.30, -0.84)
C (1.52, 2.50, -1.96)
O (0.52, 1.82, -2.33)
C (2.04, 3.56, -2.85)
C (1.14, 4.29, -3.63)
C (1.59, 5.33, -4.41)
C (2.94, 5.65, -4.44)
C (3.84, 4.90, -3.70)
C (3.39, 3.87, -2.90)
H (-0.36, -2.34, 2.72)
H (1.53, -3.37, 3.94)
H (3.79, -2.37, 3.78)
H (4.15, -0.38, 2.39)
H (3.49, 1.14, 0.80)
H (0.09, 4.04, -3.60)
H (0.89, 5.91, -4.99)
H (3.29, 6.47, -5.06)
H (4.90, 5.13, -3.74)
H (4.09, 3.29, -2.31)
O (-4.85, -1.11, -0.72)
C (-4.40, -2.37, -0.66)
C (-5.30, -3.39, -0.35)
C (-4.87, -4.70, -0.25)
C (-3.54, -5.02, -0.49)
C (-2.64, -4.03, -0.82)
C (-3.06, -2.70, -0.90)
C (-2.06, -1.64, -1.12)
O (-2.39, -0.42, -1.03)
N (-0.85, -2.09, -1.37)
N (0.13, -1.19, -1.55)
C (1.31, -1.66, -1.48)
S (2.73, -0.75, -1.92)
C (3.91, -2.11, -1.58)
C (3.33, -2.98, -0.49)
S (1.60, -3.34, -0.95)
H (-4.05, -0.53, -0.86)
H (-6.33, -3.13, -0.15)
H (-5.57, -5.47, 0.03)
H (-3.20, -6.05, -0.39)
H (-1.60, -4.24, -1.00)
H (4.85, -1.64, -1.29)
H (4.05, -2.68, -2.50)
H (3.32, -2.48, 0.47)
H (3.86, -3.93, -0.41)
O (-3.62, 3.63, 0.62)
C (-2.70, 2.83, 0.65)
O (-1.85, 2.62, -0.26)
C (-2.51, 2.03, 1.95)
C (-3.62, 1.47, 2.57)
C (-3.49, 0.81, 3.78)
C (-2.25, 0.74, 4.39)
C (-1.14, 1.31, 3.78)
C (-1.27, 1.95, 2.56)
H (-4.59, 1.56, 2.09)
H (-4.35, 0.36, 4.24)
H (-2.14, 0.24, 5.34)
H (-0.17, 1.25, 4.26)
H (-0.41, 2.40, 2.08)

- HOMO level: -5.005 eV
- DFT total energy: -75292.0825 eV
- Net charge: -1
- Gap between HOMO and LUMO: 0.2487 Ha
- Lowest unoccupied orbital energy: 1.76 eV

---

(3)
ORCA calculation (wB97M-V/def2-TZVPD) on C2H3N3S in the gas phase.

Atoms and positions in Å:
H (-1.00, 0.94, 1.63)
N (-0.17, 1.42, 1.31)
C (0.33, 1.04, 0.21)
N (-0.30, 0.16, -0.70)
N (-1.54, -0.26, -0.43)
C (-2.76, -0.13, -0.54)
S (-4.24, -0.42, -0.16)
H (1.17, 1.46, -0.09)
H (0.02, -0.50, -1.37)

- HOMO level: -8.760 eV
- DFT total energy: -17425.3563 eV
- SMILES: [H]/N=C\NN=C=S
- Relative energy (zero: lowest compared OMol25 entry of this formula, charge and spin): 2.440 eV
- Gap between HOMO and LUMO: 0.3286 Ha
- Lowest unoccupied orbital energy: 0.18 eV

---

(4)
ORCA calculation (wB97M-V/def2-TZVPD) on 2 unconnected molecules or ions with the total composition C3H12N2O2.

Atoms and positions in Å:
N (1.54, 0.87, -1.07)
C (1.73, -0.23, -0.14)
C (0.46, -0.89, 0.46)
N (0.81, -1.63, 1.65)
C (-0.59, 0.15, 0.80)
O (-1.72, -0.40, 1.46)
H (0.98, 0.60, -1.86)
H (1.13, 1.69, -0.62)
H (2.38, 0.07, 0.68)
H (2.25, -1.00, -0.72)
H (0.06, -1.63, -0.23)
H (0.81, -2.63, 1.67)
H (1.17, -1.17, 2.47)
H (-0.17, 0.98, 1.37)
H (-1.00, 0.60, -0.10)
H (-1.47, -0.64, 2.36)
O (-2.77, 1.80, -3.12)
H (-2.05, 1.87, -2.48)
H (-3.56, 1.58, -2.60)

- HOMO level: -8.686 eV
- DFT total energy: -10380.1954 eV
- SMILES: NC[C@@H](N)CO.O
- Relative energy (zero: lowest compared OMol25 entry of this formula, charge and spin): 1.354 eV
- Gap between HOMO and LUMO: 0.3423 Ha
- Lowest unoccupied orbital energy: 0.63 eV

---

(5)
ORCA calculation (wB97M-V/def2-TZVPD) on a molecular structure, C22H31AlBrCa2ClF22MgN2O7P.

Atoms and positions in Å:
C (2.98, 1.91, 2.52)
C (1.89, 2.03, 1.75)
P (0.14, 2.01, 0.87)
C (-1.48, 2.34, -0.10)
C (1.06, 2.82, -0.63)
O (2.50, 2.79, -0.49)
C (3.08, 1.82, -1.38)
O (2.79, 0.48, -0.88)
C (3.97, -0.27, -0.67)
C (3.73, -1.61, 0.25)
O (3.52, -1.25, 1.68)
C (-0.75, 1.25, 2.38)
F (-2.15, 1.16, 2.12)
F (-0.67, 2.27, 3.45)
C (-0.16, -0.09, 3.01)
F (0.70, -0.83, 2.19)
F (0.70, 0.35, 4.08)
C (-1.23, -1.00, 3.80)
F (-2.14, -0.22, 4.56)
F (-0.45, -1.65, 4.83)
C (-1.89, -2.20, 3.02)
F (-2.43, -3.04, 4.03)
F (-1.01, -3.04, 2.32)
C (-3.12, -1.90, 2.06)
F (-4.02, -0.93, 2.55)
F (-3.91, -3.09, 2.08)
C (-2.73, -1.52, 0.56)
F (-3.60, -0.46, 0.19)
F (-1.44, -1.00, 0.40)
C (-2.94, -2.64, -0.55)
F (-4.29, -3.02, -0.74)
F (-2.61, -2.00, -1.78)
C (-1.99, -3.91, -0.48)
F (-0.62, -3.59, -0.45)
F (-2.32, -4.85, 0.48)
F (-2.15, -4.57, -1.72)
H (3.93, 2.14, 3.11)
H (0.38, 0.75, 0.22)
H (-0.08, 3.34, 1.49)
H (-2.00, 1.39, -0.43)
H (-1.22, 2.88, -1.08)
H (-2.18, 3.08, 0.43)
H (0.81, 2.30, -1.62)
H (0.74, 3.93, -0.65)
H (2.70, 1.95, -2.46)
H (4.21, 2.02, -1.43)
H (4.76, 0.36, -0.11)
H (4.44, -0.64, -1.65)
H (4.71, -2.21, 0.23)
H (2.90, -2.27, -0.16)
H (4.14, -0.51, 1.89)
C (-6.08, 0.81, 0.98)
C (-7.12, 1.70, 0.35)
O (-6.81, 2.72, -0.24)
C (-8.56, 1.28, 0.47)
H (-5.09, 1.23, 0.81)
H (-6.26, 0.74, 2.05)
H (-6.12, -0.19, 0.53)
H (-8.84, 1.23, 1.53)
H (-8.71, 0.31, 0.00)
H (-9.20, 2.02, -0.02)
Ca (1.42, 3.85, 3.11)
F (-3.02, 2.05, -5.20)
Al (-3.27, 0.88, -3.91)
F (-2.29, -0.56, -4.22)
F (-4.99, 0.41, -3.89)
F (-2.82, 1.58, -2.36)
Mg (-4.94, 0.27, -6.55)
C (2.75, 1.64, -4.97)
O (2.62, 0.86, -4.03)
N (3.87, 1.79, -5.72)
C (3.95, 2.73, -6.82)
C (5.03, 0.97, -5.41)
H (1.91, 2.31, -5.28)
H (4.17, 2.19, -7.74)
H (4.75, 3.45, -6.61)
H (3.01, 3.27, -6.93)
H (4.76, -0.08, -5.50)
H (5.35, 1.17, -4.38)
H (5.85, 1.20, -6.09)
Br (-0.34, -1.41, 7.18)
Cl (0.66, 2.13, -6.82)
Ca (5.51, -0.04, 1.70)
F (-2.07, -2.96, 8.03)
C (4.70, -4.58, 5.17)
N (5.62, -4.11, 4.09)
O (6.12, -4.95, 3.38)
O (5.80, -2.90, 4.00)
H (4.64, -5.66, 5.13)
H (5.12, -4.25, 6.12)
H (3.73, -4.13, 4.98)

- HOMO level: -7.729 eV
- DFT total energy: -241160.9402 eV
- Net charge: +1
- Gap between HOMO and LUMO: 0.0437 Ha
- Lowest unoccupied orbital energy: -6.54 eV

---

(6)
ORCA calculation (wB97M-V/def2-TZVPD) on 2 unconnected molecules or ions with the total composition C3H7O3P.

Atoms and positions in Å:
C (-3.75, 1.03, 0.82)
C (2.25, 0.01, -1.05)
C (2.91, -0.50, -0.05)
O (-1.73, -0.84, 0.45)
O (-2.66, 1.41, -0.06)
O (-2.95, 0.72, 1.94)
P (-1.58, 0.73, 1.04)
H (-4.34, 1.94, 0.87)
H (-4.31, 0.14, 0.59)
H (-1.01, -0.91, -0.22)
H (2.50, -0.20, -2.07)
H (1.48, 0.77, -0.84)
H (3.66, -1.30, -0.15)
H (2.61, -0.06, 0.87)

- HOMO level: -10.203 eV
- DFT total energy: -18655.0096 eV
- Relative energy (zero: lowest compared OMol25 entry of this formula, charge and spin): 1.762 eV
- Gap between HOMO and LUMO: 0.3999 Ha
- Lowest unoccupied orbital energy: 0.68 eV

---

(7)
ORCA calculation (wB97M-V/def2-TZVPD) on a molecular structure, C38H39N3O3PSeTc.

Atoms and positions in Å:
Tc (-1.13, 0.21, -0.26)
C (-4.35, -0.77, 1.83)
C (-3.75, -1.80, 2.73)
C (-4.58, -2.62, 3.47)
C (-4.08, -3.59, 4.31)
C (-2.71, -3.73, 4.45)
C (-1.87, -2.90, 3.73)
C (-2.36, -1.94, 2.85)
P (-1.22, -0.79, 1.95)
C (0.39, -1.37, 2.59)
C (1.16, -0.55, 3.41)
C (2.41, -0.95, 3.84)
C (2.92, -2.18, 3.44)
C (2.17, -2.99, 2.60)
C (0.92, -2.60, 2.15)
C (0.15, -3.49, 1.22)
C (-1.57, 0.68, 2.97)
C (-1.58, 0.64, 4.36)
C (-1.85, 1.79, 5.09)
C (-2.12, 2.98, 4.42)
C (-2.14, 3.01, 3.04)
C (-1.88, 1.86, 2.29)
C (-1.94, 1.91, 0.80)
H (-5.36, -0.53, 2.14)
H (-4.38, -1.14, 0.80)
H (-3.75, 0.14, 1.82)
H (-5.65, -2.50, 3.37)
H (-4.75, -4.23, 4.87)
H (-2.30, -4.46, 5.13)
H (-0.80, -3.00, 3.87)
H (0.79, 0.42, 3.70)
H (3.00, -0.30, 4.46)
H (3.89, -2.50, 3.77)
H (2.58, -3.94, 2.27)
H (0.83, -3.96, 0.52)
H (-0.58, -2.91, 0.67)
H (-0.38, -4.27, 1.77)
H (-1.37, -0.29, 4.87)
H (-1.84, 1.77, 6.17)
H (-2.31, 3.88, 4.99)
H (-2.35, 3.93, 2.52)
H (-1.28, 2.73, 0.48)
H (-2.95, 2.24, 0.52)
N (0.44, -1.11, -1.54)
N (1.56, -1.28, -0.68)
C (1.82, -0.21, 0.26)
O (2.94, -0.18, 0.73)
O (0.84, 0.52, 0.54)
H (0.18, -2.00, -1.95)
H (0.65, -0.43, -2.29)
H (2.43, -1.55, -1.15)
C (6.69, 2.89, -6.24)
C (5.60, 2.71, -5.22)
C (4.38, 2.15, -5.57)
C (3.37, 1.97, -4.64)
C (2.07, 1.37, -5.06)
C (3.59, 2.36, -3.32)
Se (2.23, 2.10, -2.01)
C (4.81, 2.94, -2.95)
C (5.04, 3.37, -1.53)
C (5.79, 3.10, -3.90)
H (6.44, 2.39, -7.17)
H (7.63, 2.49, -5.88)
H (6.84, 3.95, -6.45)
H (4.20, 1.85, -6.60)
H (2.02, 1.27, -6.14)
H (1.23, 1.98, -4.72)
H (1.95, 0.38, -4.61)
H (4.92, 2.53, -0.85)
H (4.30, 4.12, -1.25)
H (6.03, 3.80, -1.41)
H (6.74, 3.54, -3.61)
O (-1.18, 2.53, -3.90)
C (-1.13, 1.93, -2.89)
N (-1.09, 1.30, -1.89)
C (-4.97, -1.81, -2.66)
C (-3.90, -2.57, -2.24)
C (-2.90, -2.00, -1.47)
C (-2.88, -0.64, -1.11)
C (-4.01, 0.09, -1.54)
C (-5.03, -0.48, -2.29)
H (-5.74, -2.24, -3.28)
H (-3.84, -3.62, -2.50)
H (-2.08, -2.64, -1.14)
H (-4.09, 1.13, -1.28)
H (-5.87, 0.13, -2.60)

- HOMO level (spin up / spin down): -2.870 / -2.860 eV
- DFT total energy: -127487.6961 eV
- <S²>: 3.79
- Relative energy (zero: lowest compared OMol25 entry of this formula, charge and spin): 1.351 eV
- Multiplicity: 4
- Net charge: -1
- Gap between HOMO and LUMO (spin up / spin down): 0.1858 / 0.1432 Ha
- Lowest unoccupied orbital energy (spin up / spin down): 2.19 / 1.04 eV

---

(8)
ORCA calculation (wB97M-V/def2-TZVPD) on a molecular structure, C4H6O2Si.

Atoms and positions in Å:
C (0.00, 0.59, -1.04)
C (-1.65, 0.65, 0.33)
C (1.33, 0.70, -0.27)
C (1.11, -0.46, 0.74)
O (-2.28, 1.63, 0.38)
O (-1.62, -2.09, -0.10)
Si (-0.60, -0.82, -0.10)
H (-0.36, 1.20, -1.86)
H (2.22, 0.62, -1.00)
H (1.50, 1.71, 0.28)
H (1.77, -1.22, 0.56)
H (1.14, -0.25, 1.91)
H (-2.58, -2.24, 0.18)

- HOMO level: -7.253 eV
- DFT total energy: -16215.2166 eV
- Relative energy (zero: lowest compared OMol25 entry of this formula, charge and spin): 2.868 eV
- Gap between HOMO and LUMO: 0.2781 Ha
- Lowest unoccupied orbital energy: 0.31 eV

---

The lowest DFT total energy belongs to which entry? C22H31AlBrCa2ClF22MgN2O7P

---

What is the DFT total energy in the eighth record? -16215.2166 eV

---

Which formula does entry 2 have? C31H24IrN4O6S2